A structure of composition C14H27F5LiMg2N2O16PS at a distorted geometry. Source: the OMol25 dataset; level of theory: ωB97M-V/def2-TZVPD.

```
69
Properties=species:S:1:pos:R:3:forces:R:3:mulliken_charge:R:1
C 0.3413 2.4340 1.3299 0.33 -0.11 -0.07 -1.130
C -0.9158 1.6658 1.0620 0.94 -0.13 0.45 0.801
O -1.9356 2.1702 0.7371 -1.26 0.47 -0.04 -0.601
O -0.8709 0.3097 1.2546 -0.42 0.42 -0.41 -0.328
C 0.2614 -0.4194 0.8928 -0.91 0.03 -0.33 -0.103
O 1.3008 -0.2844 1.4172 1.12 0.02 0.90 -0.394
C -0.1327 -1.3590 -0.2132 -0.27 0.73 1.24 -0.940
C 0.1402 -0.8320 -1.6049 0.11 0.73 -0.99 1.463
P 1.2583 -2.1296 -2.3481 0.40 -0.57 0.84 0.310
N 1.2888 -3.3464 -1.3266 0.10 -0.43 -0.25 -0.632
C 0.7298 0.6024 -1.6300 0.00 0.08 0.18 -1.135
C 0.9734 1.1053 -3.0603 0.41 -0.23 0.26 -1.089
S -0.5672 1.1536 -3.9110 -0.72 1.12 -0.26 1.132
O -1.4486 1.9588 -3.0848 0.39 -0.45 -0.44 -0.638
O -0.4187 1.4402 -5.2956 0.06 -0.34 0.64 -0.606
O -0.9931 -0.3723 -3.7461 -0.02 0.00 0.23 -0.165
C -1.1923 -0.7546 -2.3914 -0.33 -0.72 0.47 -1.429
H 0.0601 3.4388 1.6530 0.17 -0.17 -0.11 0.462
H 0.9194 1.8903 2.0687 0.04 0.25 0.24 0.243
H 0.9498 2.4730 0.4154 -0.24 0.13 0.18 0.290
H -1.2297 -1.4227 -0.0888 -0.13 0.95 -0.59 0.665
H 0.3511 -2.3427 -0.0143 0.60 0.17 -0.77 0.656
H 2.4443 -1.5447 -2.7642 0.00 0.06 -0.25 0.063
H 0.5408 -2.4766 -3.4986 -0.02 0.11 -0.16 0.092
H 2.2297 -3.5812 -1.0202 -0.20 -0.03 -0.16 0.190
H 1.6622 0.6196 -1.0413 -0.21 -0.15 -0.35 0.688
H -0.0373 1.2783 -1.2215 0.20 -0.12 0.03 0.155
H 1.3561 2.1334 -3.0534 -0.01 -0.29 -0.09 0.465
H 1.6442 0.4440 -3.6193 -0.04 0.28 0.00 0.347
H -1.6805 -1.7424 -2.4048 0.13 0.15 -0.31 0.442
H -1.8858 -0.0597 -1.8977 0.15 0.02 -0.09 0.578
F 2.1438 -5.8828 -0.0608 0.72 -0.60 -0.22 -0.669
Mg 1.4255 -5.3350 1.3991 -1.45 1.08 -0.21 0.876
C -3.6226 2.4633 4.7645 0.45 0.20 0.18 -1.786
C -2.3550 1.9895 4.0557 0.40 0.05 -0.34 0.859
O -1.2667 1.6266 4.8367 -0.65 0.12 0.75 -0.511
C -1.3980 0.1471 5.2634 0.14 -0.54 -0.58 0.254
O -1.7606 -0.6030 4.2883 0.12 -0.09 0.17 -0.807
C -2.3387 0.0396 6.4963 0.16 0.33 0.12 0.762
F -2.1819 1.0600 7.3801 -0.02 -0.01 0.01 -0.297
F -2.0480 -1.0893 7.1636 -0.01 -0.04 0.03 -0.277
F -3.6519 -0.0072 6.2082 -0.04 -0.17 0.00 -0.273
H -3.3853 3.1419 5.5885 -0.09 0.14 -0.09 0.337
H -4.2097 2.9603 3.9819 -0.77 0.01 0.08 0.601
H -4.2593 1.6777 5.1504 0.00 -0.04 -0.11 0.130
H -2.0026 2.8430 3.4399 0.19 0.14 -0.20 -0.479
H -2.5897 1.1781 3.3640 -0.12 -0.09 -0.07 0.416
H -0.3951 -0.0128 5.7296 0.05 0.19 -0.24 0.064
Li -3.5874 4.3348 3.0645 0.36 -0.39 -0.02 0.986
F 2.8322 -0.9559 -0.7287 0.01 -0.08 0.20 -0.791
C 4.8447 -2.3355 2.3796 0.04 -0.30 0.06 -0.512
O 4.6656 -0.9297 2.2408 -0.98 1.07 0.87 -0.584
H 5.8851 -2.5110 2.6392 0.00 -0.01 0.00 0.272
H 4.2005 -2.7289 3.1726 0.09 -0.07 -0.03 0.262
H 4.6164 -2.8261 1.4321 0.03 0.04 0.01 0.193
H 3.7405 -0.8189 1.9648 0.15 -0.11 -0.93 0.335
N -1.2015 -0.9336 -7.2437 -0.06 -0.02 0.07 1.013
O -0.3885 -0.6826 -8.1437 0.06 0.02 -0.01 -0.594
O -0.9167 -1.7413 -6.3367 0.03 0.05 -0.03 -0.626
O -2.3167 -0.3717 -7.2439 -0.01 -0.15 -0.15 -0.588
O 3.8644 1.5011 3.8782 -0.14 -0.46 -0.11 -0.337
H 4.5407 1.7099 4.5487 0.07 0.03 -0.05 0.445
H 3.9612 0.5520 3.5579 0.37 -0.28 -0.30 0.448
H 3.9013 2.1095 3.1155 0.06 0.02 -0.06 0.439
Mg -1.5058 -3.0391 0.6302 0.48 -2.05 0.99 0.788
C -2.0740 0.2997 -10.8679 0.11 -0.05 0.04 0.876
O -1.6492 1.2965 -10.2954 -0.04 -0.02 -0.02 -0.383
O -2.6996 -0.6439 -10.3110 -0.01 0.15 0.14 -0.283
O -1.9608 0.0681 -12.0976 -0.03 -0.04 0.06 -0.412
```
Positions in Å, forces in eV/Å.

Orbital gap in eV: 2.898
Highest occupied orbital energy in eV: -6.03